Below is 6 unconnected molecules or ions with the total composition C27H36F15NO12 at a distorted geometry, with properties calculated with the ωB97M-V functional and the def2-TZVPD basis.

Each atom is followed by the atoms it is bonded to, with distances in Å.
CARTESIAN COORDINATES (ANGSTROEM)
1 C -4.705 -7.114 -0.761  C2 1.518, H10 1.095, H11 1.093, H12 1.094
2 C -4.664 -7.166 -2.278  C1 1.518, O3 1.437, H13 1.095, H14 1.096
3 O -3.427 -7.739 -2.733  C2 1.437, C4 1.371
4 C -3.350 -9.107 -2.699  O3 1.371, O5 1.228, C6 1.528
5 O -4.259 -9.835 -2.306  C4 1.228
6 C -2.006 -9.584 -3.247  C4 1.528, F7 1.364, F8 1.364, F9 1.363
7 F -0.952 -8.879 -2.745  C6 1.364
8 F -1.934 -9.462 -4.604  C6 1.364
9 F -1.751 -10.894 -2.969  C6 1.363
10 H -3.830 -6.584 -0.371  C1 1.095
11 H -5.610 -6.608 -0.416  C1 1.093
12 H -4.685 -8.120 -0.330  C1 1.094
13 H -4.709 -6.148 -2.679  C2 1.095
14 H -5.521 -7.712 -2.689  C2 1.096
15 C -4.026 -2.681 -5.424  C16 1.518, H24 1.095, H25 1.093, H26 1.094
16 C -2.917 -1.879 -4.769  C15 1.518, O17 1.437, H27 1.095, H28 1.096
17 O -2.664 -0.670 -5.502  C16 1.437, C18 1.371
18 C -3.530 0.367 -5.271  O17 1.371, O19 1.228, C20 1.528
19 O -4.480 0.305 -4.494  C18 1.228
20 C -3.124 1.599 -6.077  C18 1.528, F21 1.364, F22 1.364, F23 1.363
21 F -2.824 1.305 -7.375  C20 1.364
22 F -2.018 2.209 -5.560  C20 1.364
23 F -4.097 2.553 -6.121  C20 1.363
24 H -3.792 -2.872 -6.476  C15 1.095
25 H -4.167 -3.637 -4.912  C15 1.093
26 H -4.975 -2.136 -5.403  C15 1.094
27 H -1.989 -2.459 -4.784  C16 1.095
28 H -3.141 -1.658 -3.719  C16 1.096
29 C 5.567 0.548 5.761  C30 1.518, H38 1.095, H39 1.093, H40 1.094
30 C 5.080 1.410 4.611  C29 1.518, O31 1.437, H41 1.095, H42 1.096
31 O 3.953 0.799 3.961  C30 1.437, C32 1.371
32 C 2.740 0.964 4.579  O31 1.371, O33 1.228, C34 1.528
33 O 2.585 1.585 5.627  C32 1.228
34 C 1.627 0.306 3.765  C32 1.528, F35 1.364, F36 1.364, F37 1.363
35 F 1.955 -0.949 3.342  C34 1.364
36 F 1.323 1.018 2.642  C34 1.364
37 F 0.462 0.177 4.461  C34 1.363
38 H 5.784 -0.468 5.415  C29 1.095
39 H 6.471 0.972 6.207  C29 1.093
40 H 4.805 0.461 6.542  C29 1.094
41 H 5.871 1.496 3.859  C30 1.095
42 H 4.836 2.427 4.940  C30 1.096
43 C -4.896 3.822 -3.601  C44 1.518, H52 1.095, H53 1.093, H54 1.094
44 C -5.952 4.695 -2.947  C43 1.518, O45 1.437, H55 1.095, H56 1.096
45 O -5.449 5.274 -1.732  C44 1.437, C46 1.371
46 C -4.648 6.378 -1.878  O45 1.371, O47 1.228, C48 1.528
47 O -4.351 6.869 -2.963  C46 1.228
48 C -4.221 6.917 -0.514  C46 1.528, F49 1.364, F50 1.364, F51 1.363
49 F -3.795 5.935 0.332  C48 1.364
50 F -5.241 7.555 0.129  C48 1.364
51 F -3.199 7.817 -0.592  C48 1.363
52 H -4.532 3.067 -2.897  C43 1.095
53 H -5.301 3.320 -4.483  C43 1.093
54 H -4.028 4.414 -3.909  C43 1.094
55 H -6.814 4.080 -2.672  C44 1.095
56 H -6.315 5.473 -3.628  C44 1.096
57 C 7.190 6.072 6.041  C58 1.518, H66 1.095, H67 1.093, H68 1.094
58 C 8.333 5.624 5.148  C57 1.518, O59 1.437, H69 1.095, H70 1.096
59 O 9.261 4.810 5.883  C58 1.437, C60 1.371
60 C 8.902 3.498 6.057  O59 1.371, O61 1.228, C62 1.528
61 O 7.858 3.011 5.630  C60 1.228
62 C 9.991 2.738 6.812  C60 1.528, F63 1.364, F64 1.364, F65 1.363
63 F 10.450 3.418 7.902  C62 1.364
64 F 11.083 2.494 6.031  C62 1.364
65 F 9.574 1.524 7.272  C62 1.363
66 H 7.574 6.577 6.933  C57 1.095
67 H 6.525 6.755 5.505  C57 1.093
68 H 6.600 5.218 6.388  C57 1.094
69 H 8.888 6.501 4.799  C58 1.095
70 H 7.970 5.097 4.258  C58 1.096
71 C 4.030 -1.817 0.145  C72 1.427, H81 1.194
72 C 2.744 -2.188 -0.350  C71 1.427, N73 1.542
73 N 1.273 -2.028 -0.785  C72 1.542, C74 1.514, H82 1.044
74 C 1.088 -0.778 -1.619  N73 1.514, C75 1.671, H83 1.170, H84 1.191
75 C -0.102 0.189 -0.954  C74 1.671, O76 1.479, H85 1.178, H86 1.175
76 O -1.400 -0.325 -1.440  C75 1.479, C77 1.498
77 C -2.422 -0.178 -0.355  O76 1.498, C78 1.663, H87 1.176, H88 1.171
78 C -2.430 -1.643 0.433  C77 1.663, C79 1.645, H89 1.180, H90 1.189
79 C -2.241 -2.863 -0.655  C78 1.645, O80 1.340, H91 1.190
80 O -3.133 -3.862 -0.667  C79 1.340
81 H 5.158 -1.490 0.356  C71 1.194
82 H 1.057 -2.904 -1.309  N73 1.044
83 H 0.855 -0.965 -2.750  C74 1.170
84 H 2.099 -0.155 -1.521  C74 1.191
85 H -0.017 0.245 0.220  C75 1.178
86 H 0.071 1.254 -1.418  C75 1.175
87 H -3.445 0.072 -0.880  C77 1.176
88 H -2.163 0.683 0.396  C77 1.171
89 H -3.472 -1.718 0.981  C78 1.180
90 H -1.595 -1.687 1.278  C78 1.189
91 H -1.326 -2.936 -1.412  C79 1.190

As for the structure (SMILES): CCOC(=O)C(F)(F)F.CCOC(=O)C(F)(F)F.CCOC(=O)C(F)(F)F.CCOC(=O)C(F)(F)F.CCOC(=O)C(F)(F)F.C#CNCCOCCC=O. Its total energy is -95397.4769 eV. The calculation puts the HOMO-LUMO gap at 9.2 eV. The LUMO energy is 0.16 eV.

Atomic partial charges in e from the Löwdin method, atoms 1 to 2:
1. C -0.0632
2. C -0.2075


Below is 12 unconnected molecules or ions with the total composition C27H36F3N9O9 at a distorted geometry, with properties calculated with the ωB97M-V functional and the def2-TZVPD basis.

Each atom is followed by the atoms it is bonded to, with distances in Å.
CARTESIAN COORDINATES (ANGSTROEM)
1 O 11.082 -6.796 -28.671  C2 1.247
2 C 12.008 -7.094 -29.453  O1 1.247, O3 1.338, O7 1.358
3 O 12.692 -6.204 -30.180  C2 1.338, C4 1.434
4 C 13.588 -6.837 -31.105  O3 1.434, C5 1.531, H8 1.090, H9 1.090
5 C 13.751 -8.228 -30.488  C4 1.531, F6 1.354, O7 1.459, H10 1.090
6 F 14.694 -8.088 -29.527  C5 1.354
7 O 12.491 -8.327 -29.757  C2 1.358, C5 1.459
8 H 13.302 -7.001 -32.143  C4 1.090
9 H 14.528 -6.306 -31.250  C4 1.090
10 H 13.935 -9.105 -31.109  C5 1.090
11 O 9.623 -16.066 -34.118  C12 1.244
12 C 9.453 -15.197 -33.244  O11 1.244, O13 1.321, O17 1.293
13 O 10.108 -14.052 -33.193  C12 1.321, C14 1.416
14 C 9.624 -13.224 -32.151  O13 1.416, C15 1.499, H18 1.090, H19 1.090
15 C 8.942 -14.242 -31.287  C14 1.499, F16 1.293, O17 1.414, H20 1.090
16 F 7.817 -13.824 -30.805  C15 1.293
17 O 8.681 -15.281 -32.210  C12 1.293, C15 1.414
18 H 10.430 -12.618 -31.737  C14 1.090
19 H 8.812 -12.598 -32.520  C14 1.090
20 H 9.662 -14.510 -30.514  C15 1.090
21 O 14.693 -14.806 -28.511  C22 1.207
22 C 15.665 -14.245 -28.066  O21 1.207, O23 1.343, O27 1.319
23 O 16.634 -13.635 -28.767  C22 1.343, C24 1.396
24 C 17.766 -13.491 -27.963  O23 1.396, C25 1.558, H28 1.090, H29 1.090
25 C 17.154 -13.457 -26.531  C24 1.558, F26 1.295, O27 1.440, H30 1.090
26 F 16.962 -12.225 -26.182  C25 1.295
27 O 15.955 -14.215 -26.780  C22 1.319, C25 1.440
28 H 18.540 -14.240 -28.130  C24 1.090
29 H 18.319 -12.573 -28.164  C24 1.090
30 H 17.787 -14.026 -25.849  C25 1.090
31 C 14.890 -19.003 -33.168  C32 1.486, H34 1.090, H35 1.090, H36 1.090
32 C 16.194 -18.466 -32.698  C31 1.486, N33 1.152
33 N 17.206 -18.070 -32.317  C32 1.152
34 H 15.101 -20.072 -33.190  C31 1.090
35 H 14.645 -18.701 -34.186  C31 1.090
36 H 14.092 -18.647 -32.516  C31 1.090
37 C 6.138 -13.160 -37.976  C38 1.432, H40 1.090, H41 1.090, H42 1.090
38 C 7.323 -12.559 -38.512  C37 1.432, N39 1.171
39 N 8.301 -12.036 -38.886  C38 1.171
40 H 5.558 -13.696 -38.727  C37 1.090
41 H 5.494 -12.441 -37.470  C37 1.090
42 H 6.421 -13.977 -37.312  C37 1.090
43 C 13.922 -13.501 -37.440  C44 1.396, H46 1.090, H47 1.090, H48 1.090
44 C 13.903 -12.357 -36.641  C43 1.396, N45 1.171
45 N 13.973 -11.385 -35.991  C44 1.171
46 H 13.096 -13.430 -38.148  C43 1.090
47 H 13.741 -14.342 -36.771  C43 1.090
48 H 14.881 -13.574 -37.954  C43 1.090
49 C 5.966 -8.542 -30.846  C50 1.491, H52 1.090, H53 1.090, H54 1.090
50 C 5.208 -9.317 -31.870  C49 1.491, N51 1.111
51 N 4.692 -9.930 -32.639  C50 1.111
52 H 6.111 -7.566 -31.308  C49 1.090
53 H 6.897 -9.087 -30.693  C49 1.090
54 H 5.401 -8.536 -29.913  C49 1.090
55 C 2.827 -15.792 -31.679  C56 1.498, H58 1.090, H59 1.090, H60 1.090
56 C 3.384 -17.179 -31.797  C55 1.498, N57 1.140
57 N 3.869 -18.206 -31.892  C56 1.140
58 H 3.274 -15.145 -32.434  C55 1.090
59 H 3.195 -15.304 -30.777  C55 1.090
60 H 1.745 -15.770 -31.551  C55 1.090
61 C 8.812 -21.819 -33.379  C62 1.472, H64 1.090, H65 1.090, H66 1.090
62 C 9.961 -22.171 -34.229  C61 1.472, N63 1.123
63 N 10.842 -22.557 -34.809  C62 1.123
64 H 8.989 -21.079 -32.598  C61 1.090
65 H 8.480 -22.785 -32.999  C61 1.090
66 H 8.010 -21.510 -34.049  C61 1.090
67 C 10.991 -19.387 -39.988  C68 1.473, H70 1.090, H71 1.090, H72 1.090
68 C 9.936 -18.373 -40.149  C67 1.473, N69 1.184
69 N 9.130 -17.519 -40.306  C68 1.184
70 H 11.936 -19.152 -40.479  C67 1.090
71 H 10.566 -20.372 -40.182  C67 1.090
72 H 11.308 -19.371 -38.945  C67 1.090
73 C 9.905 -5.549 -36.984  C74 1.467, H76 1.090, H77 1.090, H78 1.090
74 C 9.887 -6.573 -35.933  C73 1.467, N75 1.156
75 N 9.855 -7.359 -35.087  C74 1.156
76 H 9.270 -5.715 -37.854  C73 1.090
77 H 10.893 -5.598 -37.444  C73 1.090
78 H 9.683 -4.549 -36.613  C73 1.090
79 C 10.556 -11.812 -24.204  C80 1.467, H82 1.090, H83 1.090, H84 1.090
80 C 9.393 -11.503 -25.045  C79 1.467, N81 1.127
81 N 8.480 -11.180 -25.620  C80 1.127
82 H 11.344 -11.072 -24.348  C79 1.090
83 H 10.952 -12.778 -24.516  C79 1.090
84 H 10.142 -11.777 -23.197  C79 1.090

As for the structure (SMILES): O=C1OC[C@@H](F)O1.O=C1OC[C@@H](F)O1.O=C1OC[C@@H](F)O1.CC#N.CC#N.CC#N.CC#N.CC#N.CC#N.CC#N.CC#N.CC#N. Its total energy is -68568.2820 eV. The calculation puts the HOMO-LUMO gap at 11.1 eV. The LUMO energy is 0.10 eV.

Atomic partial charges in e from the Löwdin method, atoms 1 to 2:
1. O 0.1153
2. C -0.5045